{"formula": "C17H50N5O7P2SSi4TeW", "method": "ωB97M-V/def2-TZVPD", "species": ["W", "Te", "S", "P", "P", "Si", "Si", "Si", "Si", "O", "O", "O", "O", "O", "O", "O", "N", "N", "N", "N", "N", "C", "C", "C", "C", "C", "C", "C", "C", "C", "C", "C", "C", "C", "C", "C", "C", "C", "H", "H", "H", "H", "H", "H", "H", "H", "H", "H", "H", "H", "H", "H", "H", "H", "H", "H", "H", "H", "H", "H", "H", "H", "H", "H", "H", "H", "H", "H", "H", "H", "H", "H", "H", "H", "H", "H", "H", "H", "H", "H", "H", "H", "H", "H", "H", "H", "H", "H"], "xyz": [[-0.914138, -1.950324, -0.316840], [0.369345, 0.293381, 0.421224], [0.133002, -2.160709, 2.144414], [-1.986226, -1.958786, -2.825174], [1.212604, -2.988799, -0.762748], [1.133949, 2.432894, -0.721409], [0.837499, 4.132811, 0.859281], [0.229305, 3.050728, -2.812866], [3.435892, 2.021955, -1.033865], [-0.216286, -3.742875, -0.644054], [-0.647878, -1.358178, -2.194424], [-1.623714, -3.416754, -3.341554], [2.229110, -3.692829, 0.067012], [1.605367, -2.999905, -2.303072], [-2.601127, -2.224538, -1.394596], [-2.740847, -1.165359, -3.787951], [-0.343570, -3.985101, 3.995235], [-2.268714, -3.471423, 0.679373], [-2.934558, 0.777784, -1.310845], [0.816168, -4.783201, 2.172645], [-2.517463, -0.828773, 1.303071], [0.036491, 1.543572, -3.903580], [1.302111, 5.734427, 0.001342], [0.056088, -5.099856, 4.861961], [-0.963482, 4.221257, 1.389414], [4.158258, 1.284086, 0.532808], [3.563243, 0.776836, -2.434080], [-3.358832, -1.828758, 2.003808], [0.180823, -3.806422, 2.776451], [-3.946737, 0.575495, -0.304224], [-1.448743, 3.879610, -2.543943], [0.275349, -6.324910, 3.990382], [1.253869, -5.992616, 2.879005], [1.888846, 3.831652, 2.385422], [1.343621, 4.306521, -3.646047], [-3.597308, -3.014414, 1.107751], [4.321200, 3.620061, -1.465363], [-3.283565, 0.431755, 1.045180], [4.413258, 4.268552, -0.591630], [-4.162428, -2.737974, 0.222561], [2.325648, -3.626478, -2.465145], [-4.046665, 0.510582, 1.822381], [-1.328321, 4.884666, -2.132993], [-1.766466, -0.566295, 1.936762], [-1.988536, 3.968625, -3.489957], [1.943881, 2.767588, 2.624704], [3.285397, 1.224473, -3.391067], [2.254526, -5.804664, 3.275008], [-2.592171, 1.263518, 1.187910], [-2.557114, 1.715183, -1.260003], [2.889035, -0.066127, -2.257167], [0.647342, -7.155154, 4.587561], [-0.327056, 0.690676, -3.341601], [-3.311413, 0.655033, -2.246288], [2.291569, 3.867876, -3.961518], [1.450152, 4.348134, 3.242210], [-2.339820, -4.131222, -0.092208], [1.353447, -4.510496, 1.328064], [5.132295, 0.829872, 0.335800], [0.986039, 1.249812, -4.354710], [4.578099, 0.383634, -2.529340], [5.331509, 3.395928, -1.817532], [-2.834099, -2.147493, 2.907163], [4.290571, 2.043281, 1.306357], [0.833779, 4.674948, -4.540528], [1.286415, 6.540304, 0.740030], [-4.535395, -0.309583, -0.555127], [3.812142, 4.178308, -2.251549], [-4.307404, -1.393604, 2.316953], [0.578164, 5.982790, -0.777472], [-1.235401, 3.336617, 1.971074], [-0.735759, -3.157008, 4.416136], [-2.087649, 3.334074, -1.846240], [-1.138335, 5.100145, 2.014701], [3.501461, 0.508135, 0.931201], [-1.796687, -3.951834, 1.439383], [2.910301, 4.196317, 2.260315], [-1.620783, -3.464149, -4.306068], [-0.679578, -6.627322, 3.555515], [0.964406, -4.827084, 5.403995], [-1.635458, 4.280165, 0.530485], [1.325771, -6.802483, 2.156358], [-0.737602, -5.270360, 5.586265], [2.294648, 5.712264, -0.450838], [1.557230, 5.165633, -3.007840], [-4.137304, -3.806556, 1.629383], [-4.652024, 1.411880, -0.219830], [-0.672566, 1.746579, -4.710766]], "atomic_forces_ev_per_a": [[-1.2, 0.2, 0.3], [0.5, 1.2, 0.7], [-0.2, -0.3, -0.3], [-0.5, 0.3, -0.1], [-0.6, -0.8, -0.1], [0.4, 0.1, -0.7], [-0.3, -0.1, 0.2], [-0.4, -0.1, 0.1], [-0.1, -0.2, 0.1], [0.2, -0.4, -0.4], [0.4, -0.2, 0.4], [0.1, 0.0, -0.1], [0.1, 0.5, 0.0], [0.1, 0.2, 0.1], [0.1, -0.3, 0.0], [0.2, 0.1, 0.1], [0.1, 0.1, 0.0], [0.1, -0.2, -0.1], [0.1, -0.2, -0.5], [0.3, 0.2, -0.1], [0.1, -0.1, -0.2], [0.1, 0.1, -0.1], [0.0, 0.0, 0.0], [-0.1, -0.1, -0.1], [0.0, -0.1, 0.0], [0.0, 0.0, 0.0], [0.0, 0.0, 0.0], [0.0, -0.1, 0.0], [0.1, 0.1, 0.2], [0.0, -0.1, 0.1], [0.1, 0.0, 0.1], [0.0, 0.0, 0.0], [-0.1, 0.0, 0.0], [0.0, 0.0, -0.1], [0.0, 0.0, 0.1], [0.0, 0.0, 0.1], [0.0, 0.0, 0.0], [0.0, 0.2, 0.2], [0.0, 0.0, 0.0], [0.0, 0.0, 0.0], [0.1, 0.1, 0.0], [0.1, 0.1, 0.1], [0.0, 0.0, 0.0], [-0.1, 0.1, 0.1], [0.0, 0.0, 0.0], [0.0, 0.0, 0.0], [0.0, 0.0, 0.0], [0.0, -0.1, 0.0], [0.1, 0.0, -0.1], [0.1, -0.1, 0.1], [0.0, 0.0, 0.0], [0.0, 0.0, 0.0], [-0.1, -0.1, 0.1], [0.1, -0.1, 0.0], [0.0, 0.0, 0.0], [0.0, 0.0, 0.0], [0.0, 0.0, 0.0], [-0.1, 0.0, 0.1], [0.0, 0.0, 0.0], [0.0, 0.0, 0.0], [0.0, 0.0, 0.0], [0.0, 0.0, 0.0], [0.0, 0.0, 0.0], [0.0, 0.0, 0.0], [0.0, 0.0, 0.0], [0.0, 0.0, 0.0], [0.0, -0.1, 0.0], [0.0, 0.0, 0.0], [0.0, 0.0, 0.0], [0.0, 0.0, 0.0], [0.0, 0.0, 0.0], [0.0, 0.0, 0.0], [0.0, 0.1, -0.1], [0.0, 0.0, 0.0], [0.0, 0.0, 0.0], [0.0, 0.0, 0.0], [0.0, 0.0, 0.0], [-0.1, 0.0, 0.0], [0.0, -0.1, 0.0], [0.0, 0.0, 0.0], [0.0, 0.0, 0.0], [0.0, 0.0, 0.0], [0.0, 0.0, 0.0], [0.0, 0.0, 0.0], [0.0, 0.0, 0.0], [0.0, 0.0, 0.0], [-0.1, 0.0, 0.0], [0.0, 0.0, 0.0]], "mulliken_charge": [1.989, -0.335, -0.382, 0.423, 0.729, 0.069, 0.303, 0.892, 0.423, -0.691, -0.124, -0.500, -0.901, -0.384, -0.540, -0.739, -0.060, -0.574, -0.172, 0.374, -0.357, -0.400, -0.987, -0.645, -0.995, -0.954, -0.769, -0.565, -0.227, -0.689, -1.009, -0.577, -0.637, -1.119, -1.224, -0.606, -1.063, -0.490, 0.289, 0.204, 0.337, 0.389, 0.288, 0.433, 0.437, 0.308, 0.239, 0.368, 0.013, -0.556, 0.065, 0.361, -0.381, 0.321, 0.272, 0.382, 0.410, 0.162, 0.386, 0.336, 0.410, 0.398, 0.259, 0.269, 0.416, 0.421, 0.339, 0.270, 0.401, 0.254, 0.214, 0.290, 0.310, 0.442, 0.202, 0.205, 0.319, 0.332, 0.274, 0.321, 0.261, 0.404, 0.380, 0.286, 0.324, 0.510, 0.515, 0.427], "e_tot_ha": -4052.40438, "lumo_ha": -0.14106, "e_above_lowest_kcal_mol": 31.60, "charge": 1, "largest_force_ev_per_a": 1.4}